Entry 1:
The following is a quantum chemistry calculation of a cluster of 9 separate species, C12H42N2O9 in total in a non-equilibrium geometry, from the Open Molecules 2025 dataset.

```
65
Properties=species:S:1:pos:R:3:forces:R:3:mulliken_charge:R:1
N -0.83918 1.50085 1.66360 -1.442 2.938 -2.684 -0.11
C 0.08882 1.27785 2.54060 4.967 6.487 1.923 0.25
N 0.10782 0.09085 3.09260 1.005 -3.667 2.457 -0.06
O 0.98182 2.24685 2.86160 -3.306 -4.333 -1.252 -0.78
H -0.87318 2.44085 1.12360 0.178 -2.615 1.387 0.23
H -1.46918 0.75585 1.48060 -0.787 -0.074 -0.700 0.14
H 0.80482 -0.04115 3.85760 -1.128 0.385 -0.972 0.31
H -0.68818 -0.59215 3.05460 0.741 1.020 -0.089 0.14
C -0.85718 -2.39415 -1.28640 0.203 -0.595 0.807 -1.00
C -0.09318 -1.72815 -0.10340 -0.869 -1.199 -1.371 0.36
O 0.00382 -0.42415 -0.50040 0.657 1.625 -0.803 1.00
H -1.87518 -2.05115 -1.28140 -0.535 0.165 0.098 -0.05
H -0.87718 -3.48015 -1.24940 0.021 -0.162 0.330 0.48
H -0.49918 -2.15915 -2.28740 0.589 0.366 0.277 -0.11
H 0.85982 -2.15815 0.09360 1.069 -0.564 -0.168 0.25
H -0.60518 -1.75715 0.83560 -0.887 -0.570 0.631 0.10
H 0.47082 0.13485 0.11260 0.394 0.396 0.341 -0.52
C 1.99382 4.18985 -0.79740 0.725 -0.485 -0.012 -1.16
C 2.02782 2.63485 -1.01440 -0.025 2.027 -3.862 0.06
O 0.70282 2.34585 -1.46640 -0.812 -0.863 0.182 -0.44
H 1.47782 4.76985 -1.63340 0.984 -1.024 0.880 0.27
H 2.97682 4.61385 -0.51940 -0.304 -0.091 -0.522 0.37
H 1.40282 4.31985 0.08460 -0.624 0.274 0.590 0.31
H 2.31182 2.02385 -0.18240 -0.105 -0.070 0.657 0.02
H 2.64782 2.34685 -1.92440 0.095 0.415 1.519 0.25
H 0.63482 2.53985 -2.41940 0.122 -0.161 0.766 0.27
C -2.97818 -1.24215 4.92160 -0.887 -1.187 -0.320 -1.31
C -3.45118 -0.93315 3.53260 -0.358 1.687 1.633 -0.13
O -2.42818 -1.24715 2.69060 1.812 -0.444 -2.147 -0.54
H -2.89618 -2.34415 4.93860 0.633 0.478 0.440 0.28
H -3.75918 -0.99015 5.62460 -0.012 0.268 0.407 0.40
H -2.06218 -0.69515 5.10360 0.203 -0.180 0.345 0.33
H -3.71418 0.12985 3.49660 0.016 0.102 -0.282 0.27
H -4.30718 -1.48215 3.26560 -1.438 -0.818 -0.155 0.37
H -2.66818 -0.90815 1.80560 0.163 -0.077 0.535 0.06
C 3.85982 -0.10115 2.07560 -2.233 1.012 0.228 -0.80
O 2.64782 -0.45915 1.34360 1.007 -0.984 -0.704 -0.52
H 4.20682 -0.87915 2.74060 0.216 -0.400 -0.135 0.26
H 3.39382 0.69985 2.64760 1.277 0.568 0.614 0.32
H 4.60382 0.27285 1.38760 0.109 -0.115 -0.130 0.30
H 1.96282 -0.53715 2.00660 -0.463 0.011 0.070 0.27
C 3.77582 -1.49315 -1.69040 0.856 -1.305 0.336 -0.67
O 3.63282 -0.17115 -1.26940 -0.249 0.832 -0.906 -0.37
H 2.78282 -2.02715 -1.75640 0.910 0.454 -0.631 0.22
H 4.27682 -1.94615 -0.82440 0.238 -0.862 -0.476 0.33
H 4.47382 -1.59715 -2.59540 -1.414 0.254 1.165 0.22
H 3.16982 -0.28415 -0.43840 -0.372 0.533 0.548 0.28
C -4.02918 -0.67215 -0.10640 -2.628 1.790 -1.511 -0.60
O -3.49218 0.26485 0.79560 0.848 0.720 0.280 -0.54
H -3.62018 -1.65115 -0.03340 0.533 -0.587 0.541 0.27
H -3.96418 -0.33415 -1.15840 0.491 -0.180 0.484 0.20
H -5.11818 -0.66115 0.09660 0.309 -0.765 -0.106 0.34
H -3.73018 1.18785 0.57560 0.186 -0.975 -0.152 0.28
C -1.85418 0.33385 -3.20440 -3.207 0.330 0.238 -0.71
O -1.81218 0.79685 -1.86040 0.336 -0.177 -1.192 -0.45
H -0.97918 0.09585 -3.72940 1.970 0.810 -0.440 0.24
H -2.53318 1.03085 -3.77540 0.958 -0.699 0.325 0.32
H -2.31518 -0.65715 -3.24340 -0.722 -0.173 0.120 0.29
H -1.03918 0.33885 -1.49040 -0.025 0.370 0.609 0.23
C 1.57082 -0.63715 -3.96140 1.159 -0.477 -1.808 -0.53
O 1.23482 0.28985 -5.04040 -0.099 -0.369 1.027 -0.56
H 0.90282 -1.48815 -3.93240 -0.560 -0.109 -0.001 0.37
H 1.59982 -0.17715 -2.98140 -0.038 0.541 -0.157 0.06
H 2.56282 -1.08615 -4.21240 -0.483 0.468 0.529 0.32
H 1.27682 -0.18615 -5.88040 0.034 0.029 0.370 0.29
```
Forces are in eV/Å.

Results
Orbital gap (eV): 9.8
SMILES: NC(N)=O.CCO.CCO.CCO.CO.CO.CO.CO.CO
ΔE to the lowest compared entry with this formula, charge and spin (kJ/mol): 0.00
Charge: 0
Electronic energy (a.u.): -1268.91923

---

Entry 2:
The following is a quantum chemistry calculation of a cluster of 9 separate species, C12H42O9 in total in a non-equilibrium geometry, from the Open Molecules 2025 dataset.

```
63
Properties=species:S:1:pos:R:3:forces:R:3:lowdin_spin:R:1
C 2.80584 26.33171 -7.96782 -0.200 -0.010 -1.051 0.00
O 3.10058 24.97999 -8.25369 -0.218 -0.134 1.553 0.00
H 2.25912 26.45047 -7.03235 0.280 -0.381 0.201 0.00
H 3.69838 26.95709 -7.98705 0.109 0.058 0.191 0.00
H 2.13306 26.70734 -8.73878 -0.077 0.331 -0.115 0.00
H 3.31402 24.83122 -9.17777 -0.038 0.161 -0.374 0.00
C 0.61866 26.16877 -11.49016 -1.135 -0.809 0.714 0.05
O 1.09267 25.19544 -12.39163 0.946 -0.344 0.242 0.18
H 0.88377 25.83192 -10.48799 0.413 0.465 0.067 0.00
H 0.90289 27.18662 -11.75715 0.201 -0.045 0.228 0.01
H -0.46109 26.02885 -11.54177 -0.417 0.816 0.299 0.02
H 0.77466 25.54810 -13.22596 0.059 -0.378 -1.425 0.10
C 3.43750 21.00123 -10.59277 -0.483 -0.054 -0.203 0.01
O 4.55284 21.47140 -11.30710 0.882 0.273 0.904 0.01
H 2.66705 21.74201 -10.37888 0.203 0.557 0.170 0.00
H 2.86780 20.29312 -11.19454 0.250 -0.693 0.273 0.00
H 3.84034 20.63830 -9.64720 -0.381 -0.433 -0.116 0.00
H 4.29005 21.93522 -12.10547 -0.613 -0.021 -0.671 0.00
C -0.37306 22.69268 -10.51120 0.643 0.296 0.647 0.01
O 0.20911 22.50905 -11.78227 -0.732 -0.792 0.090 0.04
H -0.97788 21.86907 -10.13176 0.075 -0.379 -0.644 0.00
H 0.45616 22.80327 -9.81244 -0.096 0.193 0.575 0.00
H -1.00244 23.57998 -10.44283 -0.046 0.194 -0.159 0.00
H 0.52486 23.38096 -12.03061 0.202 0.538 -0.547 0.01
C 5.88817 23.46383 -6.67711 0.298 -0.748 -0.496 0.00
C 6.20072 22.90380 -8.09588 -0.279 1.105 0.080 0.00
O 7.56345 22.54179 -8.11330 0.914 -0.410 0.678 0.00
H 6.64184 24.15615 -6.30191 0.180 0.107 -0.480 0.00
H 5.95334 22.60454 -6.00967 -0.266 -0.006 0.228 0.00
H 4.92024 23.95613 -6.58303 -0.070 -0.267 -0.311 0.00
H 6.02105 23.63245 -8.88638 -0.150 0.405 0.112 0.00
H 5.56318 22.05932 -8.35759 -0.105 -0.230 0.305 0.00
H 7.96631 22.47436 -8.98207 -0.566 0.080 -0.171 0.00
C 3.51999 26.94429 -13.56974 0.529 0.267 0.196 0.06
C 3.35278 28.43496 -13.86040 -0.456 -0.924 -1.852 0.03
O 1.98182 28.84371 -13.85582 0.249 0.956 1.452 0.07
H 3.49525 26.75086 -12.49733 -0.368 -0.195 -0.090 0.00
H 4.47532 26.55798 -13.92500 0.435 0.294 0.009 0.01
H 2.82431 26.32647 -14.13757 -0.439 0.184 0.269 0.06
H 3.68292 28.62526 -14.88162 0.437 -0.097 -0.253 0.01
H 3.99627 29.07704 -13.25895 -0.620 0.057 0.504 0.00
H 1.43266 28.35207 -14.47088 0.325 -0.533 -0.243 0.05
C 7.45570 26.55645 -10.34672 -0.480 0.450 -0.846 0.00
C 6.26803 26.38358 -11.34214 1.116 -0.987 1.562 0.00
O 5.10731 26.35061 -10.55188 -0.115 1.018 0.092 0.00
H 7.25799 25.89709 -9.50159 -0.015 0.226 0.096 0.00
H 7.49448 27.60546 -10.05319 0.165 -0.099 0.403 0.00
H 8.41632 26.26367 -10.77051 0.060 0.127 -0.202 0.00
H 6.45391 25.38800 -11.74510 -0.313 0.005 -0.776 0.00
H 6.20394 27.14986 -12.11467 0.122 -0.054 -0.051 0.00
H 4.65487 25.51240 -10.67153 -0.299 -0.285 -0.282 0.00
C 4.91341 21.31642 -15.01906 0.392 -0.625 -0.874 0.03
C 4.98860 22.63575 -14.33949 0.142 -0.237 0.693 0.04
O 3.83860 22.74053 -13.46750 1.178 0.746 -0.631 0.08
H 4.11473 21.26768 -15.75922 -0.029 -0.016 -0.017 0.02
H 4.78143 20.50378 -14.30470 -0.073 0.124 0.106 0.00
H 5.87065 21.14804 -15.51245 0.033 -0.184 -0.329 0.00
H 5.08603 23.48472 -15.01614 -0.431 0.046 -0.095 0.02
H 5.92272 22.62575 -13.77787 -0.280 0.260 0.670 0.00
H 3.12702 22.85479 -14.10169 -1.007 0.213 0.104 0.05
O 3.65416 24.16679 -10.73987 -0.057 0.185 0.189 0.01
H 2.93052 24.06832 -11.35864 -0.496 0.303 -0.621 0.01
H 4.09718 23.31836 -10.75171 0.509 -0.667 0.022 0.00
```
Forces are in eV/Å.

Results
Orbital gap (alpha / beta) (eV): 2.5 / 9.9
2S+1: 2
ΔE to the lowest compared entry with this formula, charge and spin (kJ/mol): 197.91
Charge: -1
Electronic energy (a.u.): -1159.40872

---

Entry 3:
The following is a quantum chemistry calculation of a structure of composition C12H43Ag2O10 in a non-equilibrium geometry, from the Open Molecules 2025 dataset.

```
67
Properties=species:S:1:pos:R:3:forces:R:3:lowdin_spin:R:1
Ag -0.34940 -2.62178 -3.71813 0.255 -0.105 -0.046 0.01
Ag -0.50707 0.99481 -3.95863 0.737 0.818 0.343 0.02
C 0.65544 0.17675 -0.36651 1.154 -0.534 -1.315 0.09
C -0.62057 -0.52109 -0.95018 -0.349 0.056 0.626 0.08
C -1.79451 0.33030 -0.52969 -0.727 1.286 -0.419 0.03
O -0.57525 -0.73051 -2.34931 0.097 0.094 1.318 0.74
H 0.60779 0.21250 0.72185 -0.477 0.058 -0.309 0.00
H 0.88257 1.13247 -0.83888 -0.542 0.202 0.153 0.00
H 1.51552 -0.43863 -0.63046 0.045 -0.192 0.139 0.00
H -0.67250 -1.46578 -0.40893 0.195 -0.484 -0.405 0.01
H -1.76087 0.63908 0.51512 0.180 -0.646 0.200 0.00
H -2.77816 -0.09179 -0.73555 0.129 -0.224 -0.050 0.00
H -1.76123 1.30651 -1.01347 0.021 0.045 -0.474 0.00
C 0.97660 3.11849 2.01225 -0.762 1.396 0.902 0.08
O 1.15455 3.11078 3.37414 1.165 0.192 1.316 0.46
H 1.24461 2.10974 1.69808 0.191 -0.254 -0.870 0.04
H -0.08622 3.33524 1.90481 -0.360 -0.371 -0.872 0.02
H 1.54907 3.97976 1.66786 0.404 -0.583 -0.565 0.00
H 0.43188 2.68790 3.84375 -0.559 -0.269 0.526 0.00
C 2.78476 0.85149 -4.42629 1.328 -1.025 -0.357 0.00
O 1.80921 1.18045 -3.41790 -0.464 -0.978 -1.330 0.01
H 2.37176 0.35934 -5.30681 -0.541 0.549 -0.002 0.00
H 3.46235 1.65965 -4.70167 -0.722 0.522 -0.124 0.00
H 3.50377 0.11076 -4.07637 -0.150 -0.274 0.587 0.00
H 2.31313 1.73577 -2.81850 0.065 1.125 0.739 0.00
C -3.39137 1.29697 2.91240 0.196 0.692 0.291 0.00
O -3.01589 0.78106 4.13382 0.160 -1.273 1.311 0.00
H -4.33930 1.81030 3.07375 -0.054 0.303 -0.867 0.00
H -2.57279 1.99000 2.71813 -0.347 0.258 -0.975 0.00
H -3.46107 0.45373 2.22523 -0.114 0.310 -0.873 0.00
H -3.76155 0.20985 4.33210 0.200 -0.271 1.086 0.00
C 3.91569 1.69306 -0.91356 -0.582 0.670 -1.405 0.00
O 3.48454 2.63416 -1.96014 0.004 -0.636 0.923 0.00
H 3.74187 2.22535 0.02162 0.620 -0.552 0.297 0.00
H 3.24705 0.83736 -1.00719 0.144 -0.108 0.214 0.00
H 4.92767 1.38047 -1.17106 0.061 0.106 0.715 0.00
H 3.66176 3.49154 -1.56630 0.006 0.413 -0.596 0.00
C 2.78573 -3.50847 -0.20647 0.554 -1.015 1.348 0.00
O 3.21888 -4.10640 -1.38455 -0.471 0.874 -1.671 0.00
H 1.72918 -3.24697 -0.14801 -0.445 0.073 -0.296 0.00
H 2.98396 -4.31261 0.50215 -0.304 0.564 1.098 0.00
H 3.36270 -2.62456 0.06541 0.272 -0.080 -0.373 0.00
H 2.48566 -4.64759 -1.68635 0.349 -0.460 -0.181 0.00
C -0.14298 3.99143 -1.34658 0.383 2.402 -0.193 0.00
O -0.49526 3.15326 -2.40023 -0.479 -2.377 -0.955 0.00
H -1.00831 4.61730 -1.12843 0.076 -0.047 0.690 0.00
H 0.29232 3.53503 -0.45759 -0.429 -0.656 -0.346 0.00
H 0.61689 4.66646 -1.74033 0.229 0.223 0.341 0.00
H -0.93620 3.67542 -3.07441 -0.003 0.410 0.089 0.00
C 1.98004 -1.38730 2.35011 -0.179 0.505 1.562 0.04
O 1.75776 -1.24891 3.76819 1.133 -1.069 -0.744 0.31
H 2.30838 -0.38963 2.05866 -0.136 0.360 -0.698 0.02
H 2.79739 -2.06493 2.10344 -0.168 -0.150 0.743 0.00
H 1.05161 -1.71581 1.88300 -0.065 0.205 -0.274 0.01
H 1.09540 -0.59776 4.01086 -0.434 0.178 -0.154 0.00
C -1.65206 -3.22756 1.89200 0.746 -0.326 0.011 0.00
O -2.52426 -4.04145 1.13404 -0.801 0.548 -0.655 0.01
H -0.81553 -2.91952 1.26477 0.331 0.076 -0.028 0.00
H -2.11482 -2.30696 2.24762 -0.402 -0.255 0.148 0.00
H -1.25443 -3.83379 2.70592 0.014 0.357 0.282 0.00
H -2.01063 -4.44321 0.42950 -0.048 -0.383 0.169 0.00
C -5.18336 -2.22939 -0.40727 -0.830 -0.853 -0.390 0.12
O -6.41134 -2.85690 0.05186 0.860 1.907 -2.266 0.76
H -5.15699 -1.84224 -1.42587 -1.369 0.084 0.147 0.00
H -4.75071 -1.49567 0.27285 -0.105 -0.342 0.746 0.04
H -4.60117 -3.15049 -0.43399 1.117 -0.435 0.467 0.06
H -6.20171 -3.40682 0.81031 -0.005 -0.636 1.551 0.01
```
Forces are in eV/Å.

Results
Orbital gap (alpha / beta) (eV): 6.1 / 2.9
2S+1: 4
Charge: +4
Electronic energy (a.u.): -1527.22577